Record 1
Computed, not measured: H14LiO7 as an isolated structure, with the ωB97M-V functional and the def2-TZVPD basis.

Energy relative to the best compared isomer or geometry (same formula, charge and spin) in kJ/mol: 169.7
E_LUMO in eV: -3.4748
Net charge: +1
Energy in eV: -14760.25902

Each line ends with the Löwdin charge.
Element x y z (Å)
Li -0.49789 0.63892 -0.33555  0.730
O -1.39799 1.95245 1.10823  -0.108
H -2.10463 1.81670 1.72643  0.042
H -0.96133 2.81754 1.50419  0.146
O 1.77667 -0.60389 2.42943  -0.021
H 1.45827 -0.29704 3.28127  0.050
H 1.07431 -0.21956 1.97029  -0.061
O 1.66569 0.52200 0.05859  -0.047
H 2.38127 0.83937 0.49647  0.006
H 1.99026 0.21795 -0.83409  0.105
O 1.28578 -2.65432 -1.12691  -0.111
H 0.72268 -1.88048 -0.94008  -0.043
H 0.58652 -3.38564 -1.37188  0.103
O -0.95429 -0.86674 1.19564  -0.087
H -1.18543 -0.69041 2.14513  0.097
H -1.03726 -1.80081 1.03526  0.061
O -0.63409 -1.01914 -1.71287  -0.022
H -1.38783 -1.40652 -1.75447  -0.031
H -0.32046 -0.84361 -2.65142  0.146
O -0.72829 1.96370 -1.89278  -0.089
H -0.71268 2.10670 -2.84565  0.073
H -1.01930 2.79283 -1.48522  0.062

Record 2
Computed, not measured: a 2-piece molecular cluster, C9H14 overall, with the ωB97M-V functional and the def2-TZVPD basis.

Energy relative to the best compared isomer or geometry (same formula, charge and spin) in kJ/mol: 31.3
E_LUMO (spin up / spin down) in eV: -4.3816 / -8.1544
Net charge: +1
2S+1: 2
Energy in eV: -9551.11645
⟨S²⟩: 0.768

Each line ends with the Löwdin charge.
Element x y z (Å)
C 0.98624 -0.89390 -1.84220  -0.001
C -0.59279 0.95902 -1.13096  0.023
C -0.24217 -0.43331 -1.14982  -0.164
C -1.87403 1.31717 -0.86195  -0.001
C -2.79823 0.32117 -0.43410  0.065
C -1.18208 -1.42917 -0.76433  0.026
C -2.41088 -1.03210 -0.30243  0.000
H 0.18754 1.67952 -1.34649  0.139
H -2.19045 2.35068 -0.91334  0.132
H 1.59903 -1.49880 -1.17387  0.108
H 1.57966 -0.09961 -2.27802  0.101
H -3.79787 0.67241 -0.19318  0.137
H -1.03932 -2.49906 -0.81551  0.142
H -3.06647 -1.73114 0.19561  0.130
H 0.56957 -1.55063 -2.61250  0.122
C 2.00149 -0.20402 1.64889  -0.158
C 1.51200 1.11156 2.26419  -0.156
H 3.00864 -0.38693 2.01352  0.068
H 1.38039 -1.06850 1.85339  0.064
H 2.20150 -0.02734 0.58444  0.044
H 0.92146 0.96954 3.16412  0.065
H 0.89357 1.71709 1.59569  0.044
H 2.35323 1.75635 2.49888  0.068